(1)
{"formula": "C17H44F3NO20P4", "method": "ωB97M-V with the def2-TZVPD basis set", "fmax_ev_per_a": 0.9, "e_tot_ev": -106097.2776, "homo_lumo_gap_ev": 9.88, "total_charge": 0, "e_homo_ev": -10.347, "smiles": "CCOC(=O)C(F)(F)F.COP(=O)(OC)OC.COP(=O)(OC)OC.COP(=O)(OC)OC.COP(=O)(OC)OC.C[N+](=O)[O-]", "species": ["O", "P", "F", "C", "P", "O", "H", "O", "H", "H", "C", "H", "O", "H", "H", "H", "C", "C", "O", "H", "H", "H", "O", "H", "N", "H", "O", "C", "C", "C", "H", "H", "H", "C", "O", "O", "H", "O", "C", "P", "P", "H", "C", "C", "H", "H", "H", "O", "H", "H", "C", "H", "H", "O", "H", "H", "H", "F", "H", "H", "C", "H", "H", "C", "O", "H", "H", "H", "O", "O", "H", "H", "H", "O", "O", "O", "H", "C", "H", "C", "H", "O", "F", "H", "C", "O", "H", "H", "H"], "positions_angstrom": [[-2.86114, 2.43831, -29.18696], [-10.28612, -4.62217, -32.12339], [-9.04279, 2.62767, -32.66644], [-5.34048, 0.26822, -30.28089], [-4.30044, 2.50918, -29.38440], [-10.79932, -3.54384, -33.18128], [-14.60823, 4.12121, -30.80543], [-5.06662, 3.50282, -28.42109], [-15.23545, 4.49905, -29.12993], [-11.21575, -5.78883, -34.43132], [-4.84764, 3.32326, -27.00432], [-10.63476, -3.14451, -35.17024], [-11.30254, 1.58783, -28.38860], [-10.56772, -0.98892, -25.49319], [-15.88752, -0.71965, -26.99526], [-10.46424, -3.60099, -28.82045], [-15.43858, 4.08476, -30.11128], [-11.24146, -6.52226, -33.62690], [-14.98279, -1.44873, -24.24895], [-4.43835, 4.25451, -26.60874], [-6.23335, 3.61767, -32.07686], [-14.24984, -1.87874, -22.34718], [-10.88659, -4.12439, -30.77689], [-13.09330, -1.12305, -23.39948], [-15.81095, 2.64210, -29.95730], [-5.84758, 4.78498, -30.79428], [-14.89217, 1.84405, -29.89192], [-14.18809, 1.56956, -26.41426], [-16.80574, -0.32645, -26.55881], [-13.91393, -1.84093, -23.38913], [-12.59962, 2.71615, -29.49382], [-11.15780, 0.61821, -25.94382], [-17.13903, 0.52017, -27.15790], [-11.15113, -0.43442, -26.22362], [-11.00487, 0.85538, -33.46180], [-4.70956, 3.03559, -30.81667], [-8.20722, 2.23171, -29.05515], [-16.98877, 2.35965, -29.88468], [-11.85132, 1.95176, -29.65734], [-15.23090, 0.09686, -24.48667], [-10.07938, 0.57917, -28.37334], [-12.01725, -0.87508, -31.61755], [-9.47613, 2.55736, -33.92150], [-8.03233, 2.10136, -27.98798], [-9.30448, -4.08230, -34.54991], [-13.19286, 1.99618, -26.49446], [-12.33025, 1.10550, -30.14896], [-8.84939, -4.85975, -32.17750], [-12.17621, -0.78948, -26.24247], [-9.39527, -2.33908, -34.15641], [-11.66851, -0.40509, -33.67102], [-12.19464, -7.04404, -33.69630], [-13.16065, 0.32683, -32.32891], [-9.06792, 1.29836, -27.39454], [-10.03444, -2.37957, -30.03252], [-17.56220, -1.10691, -26.56924], [-14.86636, 2.31649, -25.98783], [-8.45919, 2.87688, -34.70717], [-5.80784, 3.15200, -26.52952], [-8.00822, 3.09086, -27.53305], [-12.59838, -0.59081, -32.49331], [-10.44588, -7.26097, -33.67879], [-4.10263, 2.55539, -26.80790], [-10.06840, -3.44876, -29.82084], [-16.62438, 0.10402, -25.20720], [-4.58229, 0.35500, -31.06146], [-12.24235, -0.37086, -34.59736], [-6.31401, 0.46385, -30.73375], [-9.44054, 0.40522, -35.02231], [-5.04653, 1.13457, -29.18760], [-16.30892, 4.58330, -30.52894], [-5.33575, -0.75167, -29.90550], [-10.94446, -1.21377, -33.72385], [-9.52118, 0.20199, -29.66483], [-14.15415, 0.40017, -25.60144], [-15.14824, 0.92343, -23.28777], [-14.57025, 1.32738, -27.40762], [-9.98334, 1.13653, -34.25106], [-13.30861, -1.39135, -32.70251], [-5.93194, 3.72643, -31.03604], [-13.60226, -2.84884, -23.64531], [-10.62736, -0.62994, -27.55090], [-10.43524, 3.46798, -34.09230], [-9.05201, -3.84531, -29.83999], [-9.96555, -3.25002, -34.31303], [-11.21622, -5.87840, -32.34343], [-11.05927, 2.28935, -30.32868], [-7.08235, 1.60074, -27.83070], [-6.76225, 3.31991, -30.45034]], "mulliken_charge": [-0.73, 0.90, -0.18, -0.60, 0.95, -0.10, 0.29, -0.25, 0.28, 0.27, -0.70, 0.34, -0.28, 0.37, 0.27, 0.24, -0.77, -0.62, -0.29, 0.27, 0.24, 0.26, -0.31, 0.26, 0.80, 0.31, -0.38, -0.83, -0.60, -0.60, 0.07, 0.27, 0.25, -0.72, -0.15, -0.32, 0.00, -0.52, -0.19, 0.69, 1.07, -0.01, 0.92, -0.36, 0.45, 0.27, 0.23, -0.71, 0.24, 0.31, 0.71, 0.24, 0.39, -0.59, 0.11, 0.29, 0.43, -0.26, 0.24, 0.28, -1.06, 0.27, 0.34, -0.52, -0.36, 0.36, 0.33, 0.18, -0.52, -0.24, 0.31, 0.28, -0.57, -0.61, 0.13, -0.73, 0.28, 0.22, 0.50, -0.02, 0.26, -0.29, -0.27, 0.38, -0.98, -0.36, 0.18, 0.24, -0.20]}

(2)
{"formula": "C21H60BF7N5O8S", "method": "ωB97M-V with the def2-TZVPD basis set", "fmax_ev_per_a": 2.5, "e_tot_ev": -77096.4002, "de_lowest_kcal_mol": 0.0, "homo_lumo_gap_ev": 8.91, "total_charge": 3, "e_homo_ev": -15.999, "species": ["H", "O", "C", "C", "H", "H", "H", "O", "C", "H", "O", "H", "C", "H", "H", "H", "H", "H", "N", "H", "H", "N", "F", "H", "H", "F", "O", "H", "C", "C", "O", "N", "H", "H", "H", "H", "H", "H", "H", "H", "C", "H", "H", "C", "H", "F", "F", "H", "H", "C", "H", "C", "C", "H", "H", "C", "H", "O", "H", "H", "B", "H", "O", "H", "H", "C", "H", "H", "H", "F", "S", "C", "H", "H", "H", "H", "C", "H", "H", "H", "H", "H", "C", "H", "H", "H", "H", "H", "C", "F", "C", "H", "O", "C", "N", "C", "N", "H", "H", "H", "H", "F", "C"], "positions_angstrom": [[-1.19748, 8.79494, 0.76317], [-5.42528, -0.09233, 0.63771], [0.72712, 3.52186, 1.89537], [3.43092, -2.80238, -5.63618], [0.52580, 1.32634, -4.35297], [-0.10009, -6.03987, 3.34246], [-5.22608, -0.34124, -3.35659], [-0.81191, 6.89086, 1.38998], [-4.21663, 0.09815, -1.47045], [3.82568, -3.75336, -5.28557], [2.74946, -0.53444, 4.83266], [2.24897, -0.13865, -2.89172], [4.84130, -0.85523, -3.08013], [1.02520, -4.61448, 3.54949], [-1.13076, 4.35645, 2.28857], [4.18564, -2.01160, -5.69481], [3.19718, -2.98084, -6.69312], [3.92857, 2.16392, 1.26955], [3.95969, -1.17593, 0.81661], [-6.81860, 1.34607, 1.45381], [-6.19982, -0.62003, -1.97427], [1.44530, -0.76469, -2.83647], [-1.49164, -0.57005, 0.93412], [-0.41421, 0.29564, -5.49054], [0.49341, 8.41575, 0.82944], [-0.39786, -0.24634, 5.44326], [2.32673, -2.49071, -4.80777], [1.06954, -1.52909, -6.18462], [-0.04774, 0.40758, -4.47353], [-0.31940, 4.61051, 1.60587], [1.30058, 1.01553, 3.62422], [-3.81919, -1.38553, -1.32007], [4.45926, -0.10398, -3.78222], [1.54805, 3.50010, 1.16845], [-0.80384, -2.70861, 1.07621], [5.47824, 1.36348, 1.35305], [-1.59640, 5.07909, 0.05933], [-0.37119, 8.69697, 2.35267], [3.60606, -1.90827, 0.20464], [1.31422, 3.76629, 2.78287], [0.47191, -5.25256, 2.85887], [-4.63108, -2.00172, -1.34283], [4.29066, 0.79518, 2.40508], [4.70064, 0.23268, -1.01221], [-4.16598, -3.24410, 3.19100], [-1.03244, 0.92843, -0.77453], [-0.67500, -1.55975, 3.74777], [-0.85381, -5.01570, 1.17963], [-1.73924, -3.65094, 3.67592], [-3.60383, -2.53897, 2.57483], [5.78955, 0.11264, -0.91232], [1.62878, -1.34899, -5.26553], [-0.45644, 8.26475, 1.35552], [4.72386, -1.85004, -3.49706], [1.08184, 6.11811, 1.16895], [-5.47016, 0.08333, -2.37584], [0.19511, 2.59042, 2.06375], [4.17092, -0.83166, -1.81354], [0.59255, -2.58640, 2.04327], [-0.04632, 4.52200, -0.42255], [-0.69558, -0.32360, -0.19486], [-0.79623, 0.48063, -3.67852], [-2.59562, -3.29100, 1.86684], [1.23461, -5.60232, 2.16203], [-1.21036, 3.46487, 0.10266], [-6.03817, 0.62749, 1.70369], [-3.14286, -1.60998, -2.04302], [4.75881, 1.23192, -1.46717], [2.89535, 0.43246, 0.00904], [-1.00834, -1.29867, -1.16502], [1.71433, -0.34221, 3.85767], [-4.52267, 0.65321, -0.09564], [1.79302, -1.69598, -2.60889], [-4.26683, -2.16847, 1.79772], [0.62194, -3.52985, 0.70011], [2.38334, -0.56074, -5.38813], [0.21405, -1.12895, 4.67352], [-6.52050, -0.11859, 2.33433], [-5.25660, 1.08728, 2.31375], [3.45673, -1.18095, 1.73422], [4.91954, -1.49404, 0.99118], [5.89814, -0.62937, -2.92325], [-1.92575, -4.18486, 2.73871], [-5.87006, 1.06979, -2.58910], [-2.36853, -5.15951, 2.94639], [0.01180, -1.74460, -3.92277], [-3.40421, 0.61806, -1.96282], [0.54382, 6.17760, 2.83951], [-0.56731, -4.45507, 2.07621], [0.58423, -2.15516, 5.42012], [4.39686, 1.19340, 1.39506], [-3.56890, 0.71213, 0.45502], [1.92742, -1.11455, 2.60004], [0.66890, -0.91124, -4.16684], [-0.83216, 4.41344, 0.21935], [3.92380, 0.24048, 0.31038], [0.01912, -3.20294, 1.45013], [-3.24855, -1.75220, 3.23933], [0.80665, -0.40556, -2.12710], [-3.37278, -1.44407, -0.39622], [-4.69824, 1.72800, -0.24850], [0.67656, -0.40156, 0.03377], [0.19086, 6.02667, 1.81636]], "mulliken_charge": [0.26, -0.35, -1.61, -0.89, 0.33, 0.40, 0.44, -0.34, 0.46, 0.30, -0.68, 0.30, -0.63, 0.30, 0.33, 0.38, 0.32, 0.24, -0.15, 0.35, 0.39, -0.07, -0.34, 0.43, 0.34, -0.21, -0.32, 0.54, -1.11, 0.35, -0.64, 0.15, 0.28, 0.37, -0.16, 0.42, 0.42, 0.30, 0.34, 0.49, -1.30, 0.48, 0.36, -0.99, 0.52, -0.25, -0.17, 0.34, 0.38, -0.57, 0.59, -0.77, -0.75, 0.14, 0.41, -1.46, 0.42, -0.37, -0.13, 0.41, 0.17, 0.16, -0.40, 0.40, 0.10, -0.89, 0.31, 0.46, -0.60, -0.50, 1.19, -0.47, 0.46, 0.04, 0.45, 0.36, 0.50, 0.28, 0.36, 0.26, 0.42, 0.48, -0.87, 0.40, 0.53, 0.33, 0.05, 0.46, 0.19, -0.24, -1.26, 0.16, -1.03, 0.25, -0.09, 1.29, 0.55, 0.19, -0.16, -0.30, 0.59, 0.25, -0.88]}